# 1
Below is 2 unconnected molecules or ions with the total composition C4H9O2 in a non-equilibrium geometry, with properties calculated with the ωB97M-V functional and the def2-TZVPD basis.

```
15
C4H9O2 the ωB97M-V functional and the def2-TZVPD basis
C -1.16 0.49 1.47
C -1.97 1.95 1.51
O -1.37 3.00 1.41
O -3.12 1.65 1.24
H -1.82 0.00 2.33
H -0.11 0.32 1.64
H -1.44 -0.06 0.55
C 1.02 -1.14 -1.88
C 1.72 -0.64 -0.62
H 1.39 -0.67 -2.95
H 1.16 -2.20 -1.88
H -0.04 -0.91 -1.77
H 1.03 -0.12 -0.05
H 2.61 -0.01 -0.83
H 2.11 -1.66 -0.17
```

## Properties
Energy relative to the best compared isomer or geometry (same formula, charge and spin)   40.6 kcal per mole
Multiplicity   1
Total charge   -1
E_tot   -8388.7305 eV

***

# 2
Below is 4 unconnected molecules or ions with the total composition C12H33NO5 in a non-equilibrium geometry, with properties calculated with the ωB97M-V functional and the def2-TZVPD basis.

```
51
C12H33NO5 the ωB97M-V functional and the def2-TZVPD basis
C 1.47 3.99 2.23
O 0.84 3.07 1.34
C 1.08 3.26 -0.04
C 0.00 2.49 -0.86
N 0.21 2.61 -2.28
C -0.89 2.11 -3.11
C -0.57 2.83 -4.46
O -0.55 4.26 -4.32
C -1.73 4.84 -3.82
H 2.36 4.46 1.82
H 1.70 3.36 3.08
H 0.74 4.77 2.49
H 2.05 2.85 -0.33
H 1.15 4.28 -0.43
H -0.99 2.80 -0.49
H 0.10 1.47 -0.49
H 0.53 3.52 -2.59
H -1.82 2.49 -2.69
H -0.77 1.03 -3.22
H -1.30 2.57 -5.23
H 0.42 2.62 -4.87
H -1.81 4.84 -2.73
H -2.57 4.33 -4.29
H -1.80 5.87 -4.17
C -0.90 -5.44 0.02
C -2.21 -5.41 0.84
O -2.75 -4.07 0.79
H -0.96 -5.00 -0.98
H -0.62 -6.50 -0.01
H -0.09 -4.94 0.55
H -2.12 -5.74 1.87
H -2.89 -6.16 0.43
H -3.15 -3.92 -0.07
C 0.67 -1.86 4.36
C -0.66 -2.47 3.91
O -0.41 -3.52 2.93
H 1.14 -1.25 3.59
H 1.42 -2.60 4.64
H 0.35 -1.21 5.17
H -1.18 -1.66 3.40
H -1.27 -2.94 4.69
H -1.21 -3.47 2.40
C 2.41 -2.36 0.28
C 1.84 -0.94 0.23
O 2.59 0.02 -0.49
H 3.37 -2.34 0.80
H 2.47 -2.78 -0.73
H 1.79 -3.03 0.88
H 1.69 -0.61 1.26
H 0.84 -0.97 -0.22
H 1.98 0.46 -1.09
```

## Properties
Energy relative to the best compared isomer or geometry (same formula, charge and spin)   47.0 kcal per mole
Multiplicity   1
SMILES   COCCNCCOC.CCO.CCO.CCO
E_tot   -24703.6179 eV

***

# 3
Below is a molecular structure, H2N5O2 in a non-equilibrium geometry, with properties calculated with the ωB97M-V functional and the def2-TZVPD basis.

```
9
H2N5O2 the ωB97M-V functional and the def2-TZVPD basis
N 0.43 -1.41 -0.24
N 1.38 -0.13 -0.02
N 0.58 0.98 -0.06
N -0.72 -1.00 0.05
N -0.77 0.81 0.51
O -1.73 -1.64 -0.08
O -1.71 1.30 -0.16
H 1.81 -0.34 0.93
H 0.72 1.42 -0.95
```

## Properties
Energy relative to the best compared isomer or geometry (same formula, charge and spin)   49.6 kcal per mole
Multiplicity   1
Total charge   -1
E_tot   -11572.0153 eV

***

# 4
Below is a molecular structure, CH3BrCl2Si in a non-equilibrium geometry, with properties calculated with the ωB97M-V functional and the def2-TZVPD basis.

```
8
CH3BrCl2Si the ωB97M-V functional and the def2-TZVPD basis
C -0.60 -0.62 0.48
Si 0.72 0.55 -0.40
Cl -0.23 -2.31 0.10
Cl 0.51 2.41 0.32
Br -2.30 -0.17 -0.32
H -0.53 -0.36 1.61
H 0.31 0.68 -1.87
H 2.11 -0.19 0.07
```

## Properties
Energy relative to the best compared isomer or geometry (same formula, charge and spin)   46.7 kcal per mole
Multiplicity   1
E_tot   -104051.2057 eV

***

# 5
Below is a gas-phase ion, C24H37F4OSi4 (charge +1) in a non-equilibrium geometry, with properties calculated with the ωB97M-V functional and the def2-TZVPD basis.

```
70
C24H37F4OSi4 the ωB97M-V functional and the def2-TZVPD basis
C 2.57 -2.83 3.67
Si 1.84 -2.82 1.91
C 2.92 -3.92 0.83
C 0.11 -3.55 1.99
Si 1.66 -0.67 0.98
Si 0.50 0.63 2.48
C 1.26 0.70 4.20
C 0.45 2.34 1.71
C -1.24 -0.05 2.58
Si 3.90 0.10 1.02
C 4.67 0.13 2.75
C 4.98 -0.98 -0.08
C 3.88 1.85 0.34
O 0.49 -0.17 -0.65
C -0.68 -0.48 -1.02
C -1.22 -0.17 -2.38
H 2.54 -3.87 4.03
H 3.61 -2.50 3.70
H 1.98 -2.22 4.37
H 2.75 -4.97 1.11
H 2.64 -3.81 -0.23
H 3.99 -3.70 0.93
H 0.20 -4.61 2.25
H -0.52 -3.06 2.74
H -0.39 -3.48 1.01
H 0.60 1.34 4.81
H 1.31 -0.29 4.68
H 2.27 1.14 4.21
H -0.42 2.88 2.11
H 1.35 2.92 1.95
H 0.36 2.30 0.61
H -1.85 0.67 3.16
H -1.71 -0.16 1.60
H -1.27 -1.02 3.10
H 5.70 0.52 2.65
H 4.13 0.78 3.45
H 4.75 -0.87 3.20
H 5.94 -0.48 -0.25
H 5.18 -1.97 0.36
H 4.50 -1.14 -1.06
H 4.91 2.18 0.16
H 3.34 1.88 -0.62
H 3.40 2.56 1.02
H -1.36 -1.05 -0.37
H -1.84 -1.04 -2.61
H -0.38 -0.10 -3.08
F -5.32 0.75 -6.30
C -4.03 0.92 -5.85
C -3.00 0.99 -6.78
C -1.73 1.26 -6.27
F -0.70 1.50 -7.15
C -1.47 1.34 -4.91
C -2.53 1.17 -3.99
C -2.10 1.06 -2.52
C -3.19 1.19 -1.46
C -2.87 1.97 -0.34
C -3.80 2.10 0.69
F -3.41 2.78 1.83
C -5.08 1.56 0.64
C -5.38 0.82 -0.50
F -6.66 0.35 -0.65
C -4.45 0.58 -1.52
C -3.84 1.07 -4.48
H -3.19 0.93 -7.84
H -0.46 1.53 -4.55
H -1.46 1.94 -2.36
H -1.90 2.46 -0.27
H -5.80 1.71 1.44
H -4.73 -0.07 -2.35
H -4.70 1.11 -3.82
```

## Properties
Multiplicity   1
Total charge   +1
E_tot   -69911.5884 eV

***

# 6
Below is a molecular structure, C4H12N2O3S in a non-equilibrium geometry, with properties calculated with the ωB97M-V functional and the def2-TZVPD basis.

```
22
C4H12N2O3S the ωB97M-V functional and the def2-TZVPD basis
C 0.57 -2.51 -0.45
C -0.95 3.55 0.39
C 0.63 -1.12 0.25
C 0.20 -0.03 -0.68
N 1.87 -0.67 0.85
N 1.05 0.25 -1.61
O -2.20 -0.74 1.86
O -2.19 -1.85 -0.29
O -0.92 0.48 -0.56
S -2.52 -0.64 0.48
H -0.31 -2.35 -1.12
H 0.22 -3.27 0.22
H 1.49 -2.75 -0.94
H -0.52 3.58 1.36
H -1.12 2.46 0.27
H -0.37 3.95 -0.39
H -0.23 -1.11 1.10
H 1.75 -0.80 1.88
H 2.57 -1.47 0.73
H 1.93 -0.24 -1.53
H 0.84 1.10 -2.21
H -1.81 4.17 0.38
```

## Properties
Energy relative to the best compared isomer or geometry (same formula, charge and spin)   0.0 kcal per mole
Multiplicity   1
E_tot   -24299.4643 eV

***

# 7
Below is C3H9BrN2 in the gas phase in a non-equilibrium geometry, with properties calculated with the ωB97M-V functional and the def2-TZVPD basis.

```
15
C3H9BrN2 the ωB97M-V functional and the def2-TZVPD basis
C -1.33 -0.03 1.20
C 0.05 -0.48 1.06
C 0.41 -1.07 -0.30
Br -0.57 -2.69 -0.53
N 0.07 -0.17 -1.32
N 0.91 0.87 -1.54
H -1.63 0.82 1.93
H -2.08 -0.90 1.55
H -1.76 0.44 0.27
H 0.32 -1.31 1.69
H 0.75 0.30 1.26
H 1.51 -1.30 -0.19
H -0.22 -0.47 -2.29
H 1.89 0.59 -1.43
H 0.76 1.65 -0.82
```

## Properties
Energy relative to the best compared isomer or geometry (same formula, charge and spin)   0.7 kcal per mole
Multiplicity   1
SMILES   CC[C@@H](Br)NN
E_tot   -76277.9136 eV

***

# 8
Below is 2 unconnected molecules or ions with the total composition C4H8INS in a non-equilibrium geometry, with properties calculated with the ωB97M-V functional and the def2-TZVPD basis.

```
15
C4H8INS the ωB97M-V functional and the def2-TZVPD basis
C 0.09 -1.19 -0.26
C -0.51 2.17 1.54
C 1.61 -2.21 -1.66
C -1.65 1.45 0.92
N 0.81 -2.12 -0.54
S -0.82 -1.03 1.17
I -1.68 1.69 -1.19
H -0.19 -0.23 -0.91
H 0.48 1.75 1.12
H -0.52 2.10 2.60
H -0.54 3.30 1.58
H 1.36 -1.45 -2.42
H 1.43 -3.26 -2.02
H 2.72 -2.17 -1.36
H -2.60 1.21 1.43
```

## Properties
Energy relative to the best compared isomer or geometry (same formula, charge and spin)   76.2 kcal per mole
Multiplicity   1
E_tot   -24699.9902 eV

***

# 9
Below is 11 unconnected molecules or ions with the total composition C28H44N13S in a non-equilibrium geometry, with properties calculated with the ωB97M-V functional and the def2-TZVPD basis.

```
86
C28H44N13S the ωB97M-V functional and the def2-TZVPD basis
C -1.81 2.19 0.98
C -2.00 0.88 0.20
C -2.16 1.04 -1.32
N -0.90 1.18 -2.07
S -0.30 2.68 -2.42
N -1.44 3.89 -2.40
C 0.74 3.11 -0.99
C 1.31 2.06 -0.35
C 2.10 2.35 0.74
C 2.19 3.69 1.04
C 1.59 4.67 0.30
N 0.84 4.38 -0.75
H -2.39 2.13 1.90
H -0.78 2.31 1.32
H -2.16 3.08 0.46
H -1.27 0.11 0.44
H -2.97 0.47 0.51
H -2.59 0.10 -1.65
H -2.92 1.80 -1.54
H -0.84 0.55 -2.87
H -2.31 3.60 -2.83
H -1.58 4.22 -1.45
H 1.16 1.04 -0.66
H 2.57 1.58 1.32
H 2.81 3.98 1.88
H 1.71 5.71 0.56
C -5.00 -2.37 -3.25
C -3.63 -2.03 -3.59
N -2.54 -1.74 -3.85
H -5.07 -3.43 -3.00
H -5.33 -1.78 -2.40
H -5.66 -2.17 -4.10
C -5.13 -0.79 3.05
C -5.35 -1.05 1.62
N -5.53 -1.25 0.51
H -6.01 -1.07 3.61
H -4.28 -1.38 3.40
H -4.92 0.27 3.20
C 3.07 -2.02 -0.89
C 2.37 -1.42 0.25
N 1.83 -0.95 1.14
H 3.72 -1.28 -1.35
H 3.68 -2.86 -0.56
H 2.34 -2.37 -1.62
C -6.46 -5.34 -5.67
C -7.03 -4.01 -5.50
N -7.48 -2.96 -5.32
H -6.08 -5.68 -4.70
H -7.22 -6.03 -6.03
H -5.64 -5.31 -6.39
C 5.67 1.06 -0.10
C 6.10 -0.33 -0.22
N 6.43 -1.43 -0.30
H 4.83 1.12 0.59
H 6.49 1.67 0.27
H 5.36 1.44 -1.07
C -5.30 -4.90 -0.08
C -5.54 -5.36 -1.44
N -5.73 -5.72 -2.52
H -6.18 -5.05 0.54
H -4.47 -5.45 0.36
H -5.06 -3.84 -0.09
C -2.93 -5.06 3.29
C -4.35 -4.71 3.15
N -5.46 -4.44 3.05
H -2.67 -5.11 4.34
H -2.74 -6.02 2.82
H -2.32 -4.30 2.80
C 3.12 6.59 4.41
C 3.73 5.40 3.82
N 4.22 4.46 3.36
H 2.91 6.41 5.46
H 3.80 7.44 4.32
H 2.19 6.82 3.89
C 5.75 5.61 -0.52
C 6.35 4.39 -1.07
N 6.82 3.43 -1.49
H 5.46 5.45 0.52
H 6.47 6.43 -0.57
H 4.87 5.88 -1.10
C 9.19 -2.34 2.03
C 9.06 -3.14 3.25
N 8.95 -3.77 4.21
H 8.21 -2.18 1.59
H 9.65 -1.38 2.27
H 9.82 -2.87 1.32
```

## Properties
Multiplicity   1
Total charge   +1
E_tot   -59946.3212 eV

***

# 10
Below is 2 unconnected molecules or ions with the total composition C2H4BrF2N in a non-equilibrium geometry, with properties calculated with the ωB97M-V functional and the def2-TZVPD basis.

```
10
C2H4BrF2N the ωB97M-V functional and the def2-TZVPD basis
C 0.49 0.20 0.22
C -0.94 0.38 -0.21
N 0.90 -1.05 -0.36
F -1.44 1.93 0.97
F -1.17 0.91 -1.38
Br -2.19 -0.88 0.28
H 0.52 0.22 1.31
H 1.06 1.06 -0.15
H 1.09 -1.77 0.33
H 1.67 -0.98 -1.01
```

## Properties
Energy relative to the best compared isomer or geometry (same formula, charge and spin)   24.0 kcal per mole
Multiplicity   3
Expectation value of S²   2.007
E_tot   -79100.2062 eV

***

# 11
Below is a molecular structure, C28H22N3OPRh in a non-equilibrium geometry, with properties calculated with the ωB97M-V functional and the def2-TZVPD basis.

```
56
C28H22N3OPRh the ωB97M-V functional and the def2-TZVPD basis
Rh 0.74 -0.76 -1.44
C -3.87 2.14 0.37
C -3.85 1.17 -0.62
C -2.87 0.19 -0.61
C -1.92 0.18 0.40
C -1.94 1.16 1.40
C -2.92 2.14 1.37
P -0.55 -0.99 0.40
C -0.23 -1.52 2.08
C 1.04 -1.44 2.66
C 1.22 -1.89 3.96
C 0.14 -2.40 4.67
C -1.12 -2.46 4.09
C -1.32 -2.02 2.80
C -0.94 -2.46 -0.55
C -1.21 -3.77 -0.19
C -1.27 -4.67 -1.25
C -1.02 -4.26 -2.57
C -0.63 -2.97 -2.89
C -0.58 -2.07 -1.83
H -4.64 2.90 0.35
H -4.61 1.16 -1.40
H -2.85 -0.56 -1.39
H -1.21 1.14 2.20
H -2.94 2.89 2.15
H 1.88 -1.05 2.10
H 2.20 -1.84 4.42
H 0.28 -2.74 5.69
H -1.95 -2.86 4.65
H -2.30 -2.06 2.35
H -1.36 -4.08 0.83
H -1.50 -5.72 -1.06
H -1.07 -5.00 -3.36
H -0.38 -2.70 -3.91
C -0.91 2.98 -2.69
C 0.02 2.15 -1.87
O -0.15 0.92 -1.96
C 1.04 2.79 -1.03
C 1.09 4.19 -0.93
C 2.06 4.79 -0.14
C 2.97 4.01 0.55
C 2.93 2.62 0.47
C 1.96 2.03 -0.32
H -1.54 2.33 -3.29
H -0.35 3.66 -3.33
H -1.54 3.59 -2.03
H 0.39 4.81 -1.47
H 2.10 5.86 -0.08
H 3.73 4.49 1.16
H 3.66 2.01 1.00
H 1.91 0.95 -0.40
N 2.59 -1.26 -2.17
C 3.76 -1.45 -2.27
N 4.96 -1.69 -2.44
C 5.98 -1.39 -1.64
N 6.89 -1.17 -0.97
```

## Properties
Energy relative to the best compared isomer or geometry (same formula, charge and spin)   33.2 kcal per mole
Multiplicity   1
Total charge   +1
E_tot   -48198.9742 eV

***

# 12
Below is 15 unconnected molecules or ions with the total composition C4H36O17 in a non-equilibrium geometry, with properties calculated with the ωB97M-V functional and the def2-TZVPD basis.

```
57
C4H36O17 the ωB97M-V functional and the def2-TZVPD basis
O 2.59 -0.38 -1.88
C 1.83 0.40 -1.28
C 1.16 0.16 0.03
C -0.20 0.87 0.11
C -0.38 1.93 1.27
O -0.22 1.24 2.47
H 1.85 1.42 -1.65
H 1.13 -0.90 0.40
H 1.66 0.81 0.86
H -1.02 0.14 0.35
H -0.57 1.44 -0.77
H 0.41 2.76 1.47
H -1.22 3.44 -1.81
H -2.15 2.87 -0.62
O -2.10 3.18 -1.54
H 2.39 0.04 3.55
H 3.60 -0.73 3.56
O 2.79 -0.69 4.06
H -1.17 -1.64 2.14
H -0.85 0.45 2.52
O -1.73 -0.87 2.50
H -2.91 -3.59 1.88
H -2.66 -1.09 2.37
O -3.61 -3.15 1.27
H 3.22 1.98 0.46
H 3.37 3.33 1.18
O 3.39 2.94 0.28
H -3.24 -3.14 0.37
H -2.23 2.23 1.79
O -1.60 2.54 1.12
H 0.45 -3.12 2.15
H -0.28 -2.88 0.75
O -0.40 -3.03 1.71
H 0.07 -1.77 -1.45
H 0.92 -3.11 -1.19
O 0.20 -2.55 -0.81
H -0.93 0.00 -2.46
H 0.01 -0.66 -3.48
O -0.13 -0.57 -2.53
H 1.61 4.25 -2.08
H 1.95 3.50 -0.79
O 1.32 3.53 -1.51
H -3.60 0.30 -0.19
H -4.59 1.44 0.26
O -3.83 0.93 0.49
H -3.17 0.42 -3.07
H -2.69 1.50 -1.99
O -2.48 0.65 -2.43
H 4.58 0.39 0.94
H 3.68 -0.46 0.09
O 3.65 0.27 0.73
H -2.58 -3.11 -2.08
H -1.46 -2.92 -1.15
O -2.42 -2.78 -1.19
H 2.37 -2.10 -1.84
H 3.51 -3.09 -1.45
O 2.69 -3.04 -1.92
```

## Properties
Energy relative to the best compared isomer or geometry (same formula, charge and spin)   7.4 kcal per mole
Multiplicity   1
E_tot   -39540.0993 eV